[1]
Molecular formula: C40H52N10
Method: DFT, the ωB97M-V functional and the def2-TZVPD basis

frontier orbital gap	7.9	eV
HOMO level	-0.276	Ha
relative energy (zero: lowest compared OMol25 entry of this formula, charge and spin)	38.6	kcal/mol
energy	-2102.8114	hartree
lowest unoccupied orbital energy	0.0148	hartree
SMILES	c1cc[nH]c1.c1cc[nH]c1.c1cc[nH]c1.c1cc[nH]c1.c1cc[nH]c1.c1cc[nH]c1.c1cc[nH]c1.c1cc[nH]c1.c1cc[nH]c1.CCCC#N

```
102
Properties=species:S:1:pos:R:3:forces:R:3
N 3.148686 -2.432307 -4.021073 -1.74 0.45 -0.91
N -5.956698 -0.720529 -0.473503 0.35 -0.13 -0.78
N 2.986924 -0.591907 -0.609075 -0.37 0.32 -0.29
N 0.436283 0.252500 5.273088 0.59 -0.01 0.64
N 1.564546 2.833274 3.936152 -0.78 0.61 -2.15
N -2.999026 -3.604691 0.131823 -0.77 -0.41 0.15
N -1.632508 2.778309 -3.619341 -2.37 -0.29 1.23
N 6.001492 -1.005795 4.064587 0.55 -0.85 -0.38
N -3.589905 -0.051401 -3.310804 -0.27 -0.57 -0.89
N 2.922115 -2.263137 3.335064 -1.69 -2.54 0.99
C 5.949333 -1.662014 2.855777 -0.41 0.21 0.13
C -2.311548 0.160540 -5.165038 -1.49 0.08 0.22
C -5.385341 1.333847 -1.083709 -3.08 0.38 -0.43
C -6.448763 0.379522 -1.105691 1.24 1.34 0.39
C 5.148461 0.406100 2.606301 -0.06 1.63 0.89
C 2.309962 -3.204449 -4.823348 0.16 0.46 -0.21
C -2.419880 -0.412207 -3.921715 1.56 0.03 0.99
C 2.806055 2.698534 4.406899 1.55 1.74 -0.64
C 2.673727 -1.145411 -4.109716 0.61 0.89 0.40
C -0.022805 1.743232 -0.031433 -0.33 0.23 0.08
C -3.578001 0.764452 -5.376749 -1.11 0.31 0.83
C 5.576167 0.288081 3.920641 -0.77 -0.84 0.10
C -0.983034 0.743178 3.610731 1.96 -0.83 0.63
C 2.780638 -3.130071 4.420161 1.43 1.69 0.26
C -0.239499 1.349816 5.718978 -1.72 0.36 -1.43
C -0.349421 0.528048 -0.869955 1.12 0.13 0.15
C 2.809950 4.240493 2.744330 -1.96 0.70 -1.09
C 5.369130 -0.797042 1.948388 0.65 -1.15 -0.35
C -0.091557 4.179309 -2.929551 0.77 0.52 -1.57
C -1.315245 4.644342 -2.434121 -1.34 -1.48 0.82
C -4.373647 0.596626 -4.205649 1.35 0.83 -2.45
C -1.087580 1.664594 4.658519 -1.18 0.62 0.29
C 0.831508 0.180414 -1.856874 -0.58 -0.37 0.51
C -4.636862 -0.528977 -0.203609 -0.02 -1.10 1.82
C 1.621865 -1.051211 -4.988326 0.64 -0.15 0.77
C 1.958865 -2.674008 2.424773 -0.03 0.42 0.14
C 3.596100 3.667017 3.697084 0.73 -2.43 1.77
C -1.769621 -3.286240 -0.419108 -1.19 -0.12 0.37
C 1.185798 -3.700980 3.001333 0.32 1.20 -2.44
C -3.352943 -3.203614 -1.979153 -3.42 -1.10 -0.57
C 1.521278 3.712430 2.851020 0.80 -0.02 1.29
C -2.264633 3.655273 -2.758145 1.16 1.03 -0.38
C -4.024559 -3.602682 -0.828471 2.75 0.43 0.23
C 1.745477 -3.973507 4.215378 0.17 -0.89 2.02
C 1.396394 -2.354659 -5.449419 0.10 -1.29 0.33
C -2.019412 -3.029704 -1.744907 1.92 0.07 -0.03
C -4.296917 0.770374 -0.459577 1.09 -0.97 0.24
C -0.351811 3.087352 -3.742180 1.67 0.34 0.44
C 0.083419 -0.087687 3.996198 -1.17 -0.40 0.05
C 2.052029 -0.205115 -1.163638 0.34 -0.79 0.93
H -3.870750 -0.138392 -2.344541 0.32 -0.56 0.06
H -2.046200 1.891343 -3.868846 0.05 0.10 -0.41
H 3.620739 -1.534381 3.304606 -0.16 -0.03 -0.62
H -3.323532 1.195578 -0.264298 -0.11 0.12 -0.08
H -6.443569 -1.586479 -0.291336 0.10 0.24 -0.28
H -3.159649 -3.901844 1.083661 0.29 0.14 -0.14
H 0.360374 -4.268267 2.597294 0.08 0.31 -0.38
H 4.660832 3.845472 3.727186 0.00 -0.21 0.48
H -5.030721 -3.922901 -0.601536 0.17 0.12 -0.06
H -1.474137 0.253851 -5.840631 0.00 -0.51 0.14
H 3.061311 -0.355135 -3.483910 0.35 -0.18 -0.17
H 0.563837 -0.960312 3.578904 -0.21 0.08 -0.24
H -0.444230 -0.243066 -0.105437 -0.11 -0.73 -0.55
H -0.874611 -3.296588 0.185230 -0.08 0.06 -0.12
H 0.598665 3.964193 2.349210 0.08 -0.13 0.10
H -3.847423 -3.210385 -2.939276 0.15 0.33 -0.10
H 0.746746 2.326836 4.244075 0.26 0.08 -0.04
H 3.021484 1.942032 5.146953 0.17 0.28 0.03
H 0.091204 2.605782 -0.688012 0.30 0.24 0.40
H -1.658801 -0.977626 -3.404562 -0.20 0.17 0.18
H -1.507106 5.496409 -1.798833 0.11 -0.07 -0.03
H 5.427746 0.846409 4.833135 0.15 0.46 -0.40
H -7.467104 0.383316 -1.465371 0.16 0.32 0.03
H 3.455648 -3.037566 5.258139 -0.08 -0.05 0.01
H 6.262079 -2.691548 2.762710 -0.07 0.12 0.02
H -4.131010 -1.342165 0.295636 0.34 0.33 -0.09
H -3.822991 1.318732 -6.270697 -0.34 -0.07 0.11
H 0.303639 2.526995 -4.392397 0.00 0.00 0.12
H -1.297472 0.628845 -1.398287 0.17 -0.02 -0.21
H -1.606147 0.774309 2.729161 0.43 -0.22 -0.11
H 0.576067 -2.626218 -6.097278 0.21 -0.30 -0.03
H -1.758954 2.490213 4.474126 0.01 0.28 0.92
H -3.291250 3.534393 -2.445325 0.07 -0.02 -0.28
H 2.437545 -4.276161 -4.862830 -0.03 0.14 -0.17
H -1.316981 -2.858770 -2.547252 0.24 0.12 0.34
H -5.468304 2.381031 -1.334548 -0.12 -0.14 -0.37
H 0.555577 -0.675166 -2.473268 0.01 -0.02 -0.07
H 5.089062 -1.035793 0.933022 0.17 0.11 0.03
H 4.757186 1.318740 2.181573 -0.14 -0.12 0.02
H 1.949708 -2.174986 1.467018 -0.31 -0.12 -0.04
H 1.415265 -4.732391 4.909256 0.07 0.04 0.01
H 1.040830 -0.301103 5.863139 0.08 0.07 -0.36
H 1.034428 -0.165543 -5.180421 0.14 -0.05 -0.08
H 3.939556 -2.730601 -3.468227 -0.36 0.01 -0.12
H 0.823350 1.523708 0.619680 0.49 0.31 -0.38
H 0.865789 4.678991 -2.915713 -0.07 0.07 0.16
H 1.204325 0.940720 -2.543210 -0.85 0.54 -0.01
H -0.186904 1.879019 6.658973 0.50 -0.47 0.00
H -0.801388 1.929168 0.708383 -0.38 0.20 -0.24
H -5.395914 0.890416 -4.018467 0.27 0.05 0.19
H 3.140625 5.028011 2.083374 -0.18 -0.14 -0.16
H 6.246544 -1.489437 4.916718 0.11 0.45 -0.11
```
Forces are in eV/Å.

[2]
Molecular formula: C46H63NO41
Method: DFT, the ωB97M-V functional and the def2-TZVPD basis

frontier orbital gap	9.7	eV
HOMO level	-0.352	Ha
energy	-4930.3912	hartree
lowest unoccupied orbital energy	0.0055	hartree

```
151
Properties=species:S:1:pos:R:3:forces:R:3
O -2.705163 0.139299 0.025341 0.01 -0.03 -0.10
O -3.553638 -5.559771 -0.068595 0.00 0.03 0.04
O -2.752873 -4.232155 1.523377 0.06 -0.03 -0.16
O 4.014680 -1.325151 -3.145030 0.12 -0.08 0.02
O 1.680367 10.909413 9.166495 0.10 -0.11 0.03
O 0.093956 6.888117 1.727941 0.08 0.06 -0.02
O 3.280057 9.320721 9.211496 -0.02 0.00 -0.03
O -0.496581 -3.685174 -6.073215 -0.03 0.05 -0.05
O -3.019250 0.412563 -2.159653 -0.01 0.07 0.03
O 1.937674 1.903422 -0.577049 0.12 -0.04 -0.05
O 3.811175 11.432006 9.663112 -0.01 -0.05 0.00
O 2.362490 2.981578 -4.809713 0.13 -0.14 -0.11
O -6.284901 -9.388889 3.392932 0.00 0.00 -0.01
O 1.494426 8.317765 2.699618 -0.03 -0.03 0.03
O -3.090315 2.197005 -0.792734 -0.01 0.08 -0.07
O -0.421235 -8.949186 1.678179 -0.07 -0.03 0.03
O -0.236295 7.209152 7.087666 0.00 0.03 -0.01
O -7.092665 4.919615 -2.819582 0.04 0.01 0.00
O 2.293992 6.419261 1.791408 0.07 0.12 0.07
O 3.821111 -8.491314 -1.449365 -0.06 -0.13 -0.03
O -6.723195 7.100789 -3.249541 0.00 0.00 0.00
O 2.139095 -7.209627 -4.180464 -0.04 0.04 0.04
O -1.733635 -1.821919 -5.807606 -0.02 0.04 0.07
O -5.013887 5.715438 -2.762672 -0.06 -0.03 -0.01
O 2.465779 -10.061397 -0.632700 0.05 0.02 -0.03
O 4.788318 -2.945788 -1.796987 -0.09 -0.05 0.04
O -2.438876 -3.494489 -7.145546 0.06 0.03 0.01
O -0.570951 9.119388 6.002983 0.07 -0.04 -0.02
O -7.707474 -8.163366 2.146573 0.02 0.03 0.01
O 3.092764 7.217982 -1.768926 -0.12 0.00 -0.05
O 1.708964 -5.325715 -3.068721 -0.02 -0.11 -0.17
O -0.384647 -7.189332 3.070089 0.15 -0.16 0.14
O 2.626169 -8.076720 0.418987 0.00 -0.01 0.01
O 2.664084 -2.202081 -1.608113 0.09 0.11 -0.21
O -4.775529 -3.810292 0.643831 0.03 0.01 -0.09
O -5.654428 -7.400353 2.543322 -0.03 0.00 -0.02
O -1.867117 7.336097 5.542255 0.05 0.05 -0.02
O 0.793436 2.144318 -3.450155 -0.55 -0.40 -0.86
O 0.091028 -9.260382 3.820528 0.02 -0.01 -0.03
O 4.398990 3.866884 -2.864765 -0.08 -0.04 -0.06
O 0.006803 -6.651781 -3.693578 -0.04 -0.08 -0.10
N 2.533560 3.918335 -1.553069 0.38 -1.32 -0.24
C 0.049383 -10.295839 1.774105 0.11 -0.25 -0.05
C 2.711375 -0.815994 -3.448471 -0.20 0.16 -0.14
C 0.234567 9.000312 2.615289 -0.15 0.18 -0.02
C 4.104306 -9.687223 -2.187043 0.13 -0.04 -0.13
C 1.381088 7.140399 2.049839 0.04 0.05 -0.03
C -3.781557 -4.473786 0.698106 0.01 0.15 -0.01
C 4.968965 10.658700 9.997372 0.14 -0.04 0.06
C -6.525047 -8.413335 2.758669 0.03 -0.04 0.00
C -0.978502 7.839503 6.155793 -0.03 -0.05 0.02
C -0.245275 -8.355905 2.879746 -0.01 0.10 -0.05
C 2.041676 5.596990 -3.294536 0.43 0.14 0.11
C 1.184386 3.855731 0.556874 -0.63 -0.21 -0.57
C -6.316355 6.020650 -2.971708 0.00 0.02 0.00
C -2.826556 -1.182458 -0.524807 -0.03 -0.25 -0.04
C -0.770833 -4.975377 -6.627284 0.02 -0.31 0.00
C -2.953681 1.022534 -0.956436 0.04 0.04 0.04
C 3.382333 -6.494974 -4.116522 0.11 0.11 -0.06
C 2.878693 -10.533659 -1.918978 -0.03 -0.11 -0.14
C -4.940663 4.386970 -2.228111 0.08 -0.12 0.06
C 4.712507 9.362533 9.254702 0.16 -0.04 -0.02
C 3.870191 3.539351 -1.831598 0.23 0.17 -0.07
C 1.711139 3.075442 -3.822193 0.44 0.20 0.55
C -2.181000 -5.951153 0.110678 0.26 -0.09 -0.01
C 1.890549 3.103304 -0.531683 -0.26 0.17 0.25
C 3.131157 -5.506256 -3.003009 0.31 0.00 0.24
C 1.710419 4.196549 -2.753622 -1.17 1.41 -0.22
C 2.813215 10.586386 9.332820 0.02 0.19 0.07
C -7.694786 -6.809411 1.678315 -0.04 0.11 -0.03
C 3.904794 -2.223737 -2.144648 0.00 0.14 0.02
C 0.191037 4.183966 -2.467559 -0.59 -0.09 -0.86
C -2.572709 -0.939965 -1.999030 0.07 -0.22 -0.01
C 1.173190 -6.413880 -3.650167 0.02 0.09 0.12
C 2.940749 -8.801248 -0.465039 -0.05 0.04 0.03
C 4.669964 2.787146 -0.791006 0.10 0.55 0.17
C -6.212730 -6.526352 1.551658 -0.11 0.04 -0.07
C 0.876397 8.048850 7.424868 0.17 0.06 0.06
C -0.732665 7.857227 2.396327 -0.19 0.07 0.10
C 1.848267 6.700790 -2.234798 0.39 -0.21 0.12
C -6.237335 3.776628 -2.716604 0.05 -0.15 0.00
C -1.855654 -5.365977 1.468365 -0.05 0.09 -0.12
C -1.571936 -2.892324 -6.295343 -0.01 -0.08 -0.01
C 1.972746 -1.056924 -2.152467 -0.14 0.13 0.05
C -0.064317 -10.569942 3.261071 -0.04 -0.13 -0.03
C 0.366419 9.426152 7.054055 -0.08 -0.02 0.02
C -1.807998 -4.661269 -7.685261 0.03 -0.05 -0.05
C -0.290091 2.738092 -2.731127 1.14 0.51 2.13
H 4.242651 -9.456784 -3.240253 -0.04 0.13 0.03
H -3.831291 -1.556394 -0.326453 0.00 0.02 0.02
H 1.735842 7.743451 6.824638 -0.02 0.01 -0.03
H 0.136240 -5.413920 -7.036432 0.08 0.14 0.05
H -0.261240 4.774735 -3.267304 0.13 0.29 0.12
H 2.073918 -0.224244 -1.459554 0.01 -0.01 0.02
H 5.870805 11.171498 9.675428 -0.09 0.11 -0.07
H 1.298379 6.331233 -1.364431 -0.25 0.02 -0.10
H -8.232264 -6.729183 0.737484 -0.01 -0.16 0.00
H 0.705324 -11.236336 3.640657 0.08 0.13 0.07
H -0.825864 -5.041692 1.563731 -0.04 0.14 0.07
H 1.121380 7.949755 8.476411 -0.13 -0.07 0.04
H -8.179033 -6.175679 2.423144 0.03 -0.01 0.03
H -1.513921 -0.990449 -2.259287 -0.01 0.04 0.00
H 3.658803 -4.570652 -3.142707 -0.18 0.10 -0.01
H 5.092725 9.383566 8.232390 -0.01 0.03 0.00
H -0.564877 -10.959223 1.170419 -0.11 0.15 -0.04
H -1.253536 2.671548 -3.224111 0.16 -0.15 -0.35
H 3.509752 6.524979 -1.245153 0.02 0.06 0.02
H -1.589129 -5.511705 -0.694435 -0.01 0.01 0.01
H -2.536826 -5.454740 -7.826245 -0.11 0.10 0.08
H 1.308997 7.547433 -2.654214 0.00 0.02 0.01
H 3.557397 -5.998088 -5.072605 -0.06 -0.05 -0.03
H 1.287179 4.921398 0.436646 0.22 0.10 0.22
H 3.090613 -11.598824 -1.879846 -0.02 0.01 0.15
H 3.382648 -5.906627 -2.021236 0.00 -0.01 -0.01
H -2.101508 -1.851843 -0.069196 0.05 0.15 0.13
H -1.153920 -5.621761 -5.836528 0.00 0.02 0.00
H 2.295599 -1.385268 -4.281790 0.00 -0.03 0.02
H 5.100148 8.484826 9.763984 -0.15 -0.04 0.04
H 5.018120 -10.133586 -1.791926 -0.02 0.00 0.03
H 0.267427 9.692382 1.772033 0.04 -0.05 -0.03
H 4.205727 2.719131 0.187523 -0.03 -0.20 -0.01
H -5.814959 -6.806041 0.575905 -0.02 -0.01 0.00
H 0.920016 -1.278614 -2.307242 0.05 -0.22 0.09
H 4.997951 10.522677 11.079359 -0.03 -0.02 0.00
H -1.582774 8.126397 1.775709 0.07 -0.12 -0.14
H -1.089684 7.431015 3.332380 -0.01 -0.02 -0.01
H 1.135142 10.098433 6.688685 -0.06 -0.01 -0.14
H 3.083672 5.658188 -3.601406 -0.03 -0.15 -0.12
H 4.207141 -7.170459 -3.907803 -0.12 -0.12 0.03
H 0.038257 9.553536 3.529190 0.13 -0.09 0.08
H -2.098917 -6.032793 2.283317 -0.06 -0.03 0.09
H -6.657637 3.048988 -2.027741 -0.11 0.11 0.04
H 1.076593 -10.328273 1.413425 0.01 0.02 0.04
H 2.077387 -10.349750 -2.636255 0.01 0.06 0.00
H 4.918439 1.807584 -1.193449 -0.17 -0.11 0.11
H 2.764829 0.233443 -3.726351 0.14 -0.02 0.03
H -2.082498 -7.032302 0.075401 -0.16 -0.01 0.01
H -0.325656 2.254125 -1.751532 -0.37 -0.43 -0.27
H 1.434427 5.809729 -4.174052 -0.07 -0.17 -0.03
H 1.503985 3.512887 1.537352 0.15 0.06 0.01
H -0.139412 4.632508 -1.536647 0.04 -0.21 0.12
H -0.166487 9.905779 7.870195 -0.03 0.01 0.01
H -1.362160 -4.408785 -8.649059 0.01 0.04 0.02
H -6.139014 3.321568 -3.703903 0.02 0.03 -0.01
H -3.129213 -1.606449 -2.651834 -0.09 0.15 -0.06
H 5.607699 3.332311 -0.681705 0.01 -0.02 -0.06
H 0.118686 3.617044 0.464108 0.04 -0.12 0.15
H -4.889639 4.445036 -1.140688 0.00 -0.01 0.00
H -1.045320 -10.957004 3.541411 -0.01 0.04 -0.01
H -4.057972 3.873247 -2.595050 0.04 0.12 -0.04
H -5.955232 -5.494445 1.759544 0.05 -0.03 0.14
```
Forces are in eV/Å.

[3]
Molecular formula: C3H4P2
Method: DFT, the ωB97M-V functional and the def2-TZVPD basis

frontier orbital gap (alpha / beta)	7.6 / 6.9	eV
HOMO level (alpha / beta)	-0.320 / -0.297	Ha
relative energy (zero: lowest compared OMol25 entry of this formula, charge and spin)	104.4	kcal/mol
energy	-799.1765	hartree
lowest unoccupied orbital energy (alpha / beta)	-0.0417 / -0.0433	hartree

```
9
Properties=species:S:1:pos:R:3:forces:R:3
P 1.991082 0.079076 0.254169 0.23 -0.38 -1.13
P -2.217451 0.033821 0.002689 -0.24 -0.21 -2.17
C 0.418731 0.406796 -0.699537 0.88 0.72 0.34
C -0.527408 -0.283532 0.367202 -0.74 -0.11 2.00
C 0.573439 -0.948810 -0.358100 -0.81 0.07 -0.03
H 2.574169 -0.390923 -0.955950 0.90 0.48 0.26
H -2.507110 0.087272 1.305224 -0.79 0.13 1.89
H 0.097494 1.176524 -1.407547 0.08 -0.70 0.25
H -0.402945 -0.160221 1.491848 0.48 -0.01 -1.40
```
Forces are in eV/Å.

- The lowest energy belongs to which entry?
  C46H63NO41

- What is the energy in the second record?
  -4930.3912 hartree

- Among the records above, which one has the lowest energy?
  C46H63NO41